[1]
C34H32F9N5O10P2S2 | the ωB97M-V functional and the def2-TZVPD basis

```
94
Properties=species:S:1:pos:R:3:forces:R:3
F -3.381243 0.833925 2.877459 0.01 -0.15 -0.29
C -2.726939 -0.027806 2.058477 0.25 -0.53 0.54
F -2.596121 -1.195003 2.771215 -0.09 0.20 -0.09
C -1.337137 0.451428 1.651284 -0.29 0.48 0.13
C -1.009125 1.880502 2.102305 0.43 -0.34 -0.81
P 0.268638 2.782234 1.067558 0.60 0.42 1.19
P 1.155151 1.442659 -0.394509 -0.17 1.04 -1.40
S 2.008440 2.527860 -1.778092 0.00 0.01 0.36
C -3.652365 -0.439303 0.887413 -0.38 -0.78 0.04
F -3.015699 -1.411872 0.183204 -0.36 0.51 0.36
F -4.799116 -0.964538 1.377046 0.78 0.36 -0.39
S -4.106287 0.926274 -0.334208 -0.97 -0.19 0.08
F -4.864210 -0.143953 -1.224675 0.00 -0.02 -0.02
F -5.448663 1.213606 0.453854 0.01 0.10 0.01
F -3.385342 2.027594 0.536489 0.21 0.26 -0.01
F -2.785496 0.689067 -1.148530 0.45 -0.05 -0.17
F -4.506660 2.041964 -1.370330 0.01 0.03 -0.07
H -1.222137 0.319096 0.585897 -0.09 0.01 -0.23
H -0.628549 -0.215447 2.119089 0.12 -0.36 0.10
H -0.577078 1.809980 3.086461 -0.04 0.19 0.45
H -1.886656 2.507131 2.124410 -0.13 0.18 0.17
H -0.508198 3.639312 0.272514 -0.19 -0.49 -0.46
H 2.009356 0.603651 0.333687 -0.32 -0.21 0.18
H 0.132280 0.666807 -0.970537 0.21 -0.49 0.34
C 4.514183 -4.931715 0.134750 -0.08 -0.02 -0.02
C 5.009527 -4.780525 -1.152820 -0.05 0.00 0.08
C 4.602087 -3.713291 -1.934172 0.16 -0.11 -0.14
C 3.702343 -2.807148 -1.406534 0.01 -0.08 0.07
C 3.191869 -2.944345 -0.131158 -0.12 0.06 0.18
C 3.602650 -4.017050 0.642190 0.08 -0.07 -0.03
N 3.289039 -1.660028 -2.225024 0.01 0.11 0.05
O 3.749702 -1.565122 -3.336828 0.07 -0.05 -0.25
O 2.523211 -0.853309 -1.731070 -0.16 -0.14 0.13
H 4.845704 -5.759107 0.745041 0.02 -0.01 0.01
H 5.721915 -5.492242 -1.545243 0.02 -0.01 -0.01
H 4.983460 -3.588982 -2.936057 -0.06 0.10 -0.03
H 2.482886 -2.229618 0.257266 -0.01 0.07 -0.09
H 3.215983 -4.135908 1.644687 -0.02 0.00 0.01
C 0.016746 3.736602 8.036330 0.01 0.00 0.00
C 1.354352 3.766015 8.406580 -0.10 -0.01 -0.04
C 2.342732 3.544722 7.461747 0.12 0.02 0.19
C 1.970079 3.297272 6.154744 -0.09 0.05 0.09
C 0.645782 3.262503 5.767897 -0.20 -0.01 -0.11
C -0.336858 3.482956 6.718231 0.03 0.02 0.09
N 3.016753 3.078496 5.143670 0.04 0.01 -0.01
O 4.167991 3.120840 5.516922 0.22 0.00 0.09
O 2.670670 2.873827 3.999480 -0.17 -0.08 -0.10
H -0.751820 3.914579 8.776167 -0.01 -0.01 0.01
H 1.629026 3.963843 9.432876 0.02 0.00 0.02
H 3.384675 3.565360 7.741665 0.05 -0.01 -0.10
H 0.383066 3.074664 4.739799 0.10 0.01 -0.11
H -1.378401 3.460867 6.429421 -0.01 0.00 -0.02
C -4.306781 -2.509199 -4.147930 0.01 0.00 -0.01
C -3.686933 -2.541940 -2.905903 -0.03 -0.04 -0.16
C -2.341493 -2.852140 -2.809928 -0.04 0.05 0.21
C -1.636148 -3.122078 -3.966654 -0.15 0.06 -0.01
C -2.234582 -3.101722 -5.211546 -0.02 -0.01 -0.21
C -3.582032 -2.793112 -5.297706 -0.05 0.03 0.10
N -0.202702 -3.429047 -3.867335 0.01 0.00 0.02
O 0.288915 -3.456024 -2.758053 0.12 0.02 0.25
O 0.404692 -3.635534 -4.892876 0.08 -0.05 -0.22
H -5.356974 -2.259356 -4.220042 -0.02 -0.01 0.00
H -4.250431 -2.324146 -2.013373 -0.03 -0.04 0.06
H -1.851658 -2.878162 -1.848508 0.10 -0.03 -0.04
H -1.662782 -3.319047 -6.100651 0.11 -0.01 0.05
H -4.065795 -2.769588 -6.263798 0.00 0.00 -0.03
C -7.483747 5.068862 -2.702719 -0.04 -0.01 -0.02
C -8.721653 5.272972 -3.297593 0.10 -0.03 0.05
C -9.444868 4.196467 -3.784251 -0.13 0.16 -0.05
C -8.911848 2.927566 -3.662706 0.07 0.12 0.07
C -7.680521 2.704356 -3.078410 0.20 -0.13 0.09
C -6.963719 3.786075 -2.596489 -0.10 0.15 -0.04
N -9.681337 1.777752 -4.163181 0.06 0.05 0.00
O -10.748401 2.001802 -4.689729 -0.21 0.06 -0.09
O -9.200293 0.674508 -4.019121 0.10 -0.20 0.03
H -6.923482 5.911367 -2.320301 0.01 0.01 0.00
H -9.125799 6.271805 -3.381463 -0.02 0.02 -0.01
H -10.407276 4.346346 -4.248867 -0.03 -0.11 -0.02
H -7.282778 1.703982 -2.997593 -0.09 -0.06 -0.04
H -6.001640 3.627772 -2.137957 0.05 0.01 0.02
C 9.376119 -0.432470 -0.165768 0.01 -0.01 0.00
C 10.392676 -1.366236 -0.014116 -0.09 0.07 -0.01
C 10.093098 -2.665171 0.360769 0.21 -0.02 -0.01
C 8.771561 -3.005174 0.576602 0.04 0.17 -0.05
C 7.744910 -2.089955 0.435101 -0.21 0.08 -0.02
C 8.054865 -0.793314 0.061016 0.09 0.02 -0.02
N 8.438782 -4.385939 0.953670 0.01 0.18 -0.09
O 9.344796 -5.179444 1.076061 0.16 -0.13 0.03
O 7.263649 -4.644699 1.105612 -0.15 -0.19 0.15
H 9.614063 0.579627 -0.463672 0.00 0.02 0.00
H 11.420537 -1.083010 -0.190936 0.03 -0.01 0.00
H 10.876803 -3.397498 0.480314 -0.06 -0.09 0.02
H 6.719211 -2.381368 0.608944 0.02 -0.10 0.01
H 7.264804 -0.065207 -0.056957 -0.03 0.01 0.00
```
Forces are in eV/Å.

Properties
* LUMO level: -0.023 hartree
* multiplicity: 1
* molecular weight: 967.7 g mol⁻¹
* structure (SMILES): FC(F)(CCP[PH2]=S)C(F)(F)S(F)(F)(F)(F)F.O=[N+]([O-])c1ccccc1.O=[N+]([O-])c1ccccc1.O=[N+]([O-])c1ccccc1.O=[N+]([O-])c1ccccc1.O=[N+]([O-])c1ccccc1
* HOMO level: -8.34 eV
* total energy: -4718.3329 hartree

***

[2]
C33H44N2O4P2Pd | the ωB97M-V functional and the def2-TZVPD basis

```
86
Properties=species:S:1:pos:R:3:forces:R:3
Pd 1.121509 -0.576178 -0.557249 -0.02 0.25 -0.26
C -0.775038 0.718802 -4.620711 -0.04 -0.02 0.02
C -1.740337 1.484660 -3.708637 0.01 -0.04 -0.03
C -3.155608 1.517513 -4.290941 0.01 0.02 0.01
P -1.628353 0.875853 -1.973009 -0.03 0.04 0.02
C -3.047793 -0.051898 -1.263309 0.01 0.03 -0.01
C -3.373275 -1.343039 -2.019428 0.03 -0.01 -0.01
C -4.302975 0.807807 -1.064069 0.00 0.02 0.00
C -1.389734 2.322747 -0.901679 0.06 -0.07 0.00
C -2.213354 3.408888 -1.121882 -0.01 0.03 0.01
C -2.255486 4.514207 -0.260274 0.00 -0.02 -0.02
C -3.167441 5.667894 -0.522002 -0.01 0.01 0.00
C -1.454505 4.468127 0.886333 0.01 0.01 0.02
C -0.595461 3.425697 1.116427 0.00 -0.02 -0.02
C -0.470333 2.338412 0.198613 0.05 0.14 -0.12
N 0.459131 1.376802 0.357162 -0.07 -0.14 0.15
C 1.429439 1.493807 1.377131 0.00 0.08 0.02
C 2.244016 2.611773 1.537558 0.00 -0.01 0.01
C 3.201302 2.627255 2.537551 -0.01 0.01 -0.02
C 3.370791 1.546801 3.400532 -0.01 -0.02 0.00
C 4.414002 1.571154 4.478979 0.01 0.00 0.01
C 2.571073 0.419378 3.210395 0.01 0.01 0.01
C 1.617799 0.373684 2.204890 0.00 -0.04 0.05
P 0.687794 -1.096516 1.712344 0.02 -0.12 0.06
C 1.517344 -2.573355 2.414015 -0.01 0.01 0.01
C 1.282073 -3.798910 1.524290 0.00 0.01 0.00
C 1.171385 -2.877452 3.873523 0.00 0.01 0.01
C -1.061746 -0.895284 2.227499 0.00 0.01 0.00
C -1.894841 -2.106894 1.806655 -0.01 0.00 -0.02
C -1.253863 -0.522802 3.698699 0.00 -0.01 0.00
H -0.748511 1.211837 -5.592461 -0.01 0.00 0.00
H -1.106508 -0.308312 -4.768062 0.01 -0.04 0.02
H 0.239688 0.706484 -4.221157 0.00 -0.01 0.00
H -1.376084 2.511313 -3.607038 0.03 -0.01 0.01
H -3.576183 0.519000 -4.395411 0.00 0.00 0.01
H -3.099472 1.953134 -5.289284 0.00 0.00 0.00
H -3.841113 2.126369 -3.702976 0.00 0.00 -0.01
H -2.654413 -0.314292 -0.273319 0.00 0.00 0.00
H -3.461301 -1.187713 -3.093576 -0.03 0.01 0.01
H -4.333011 -1.715416 -1.660941 0.00 -0.02 0.01
H -2.620198 -2.108967 -1.868227 -0.01 0.01 -0.01
H -4.798678 1.010583 -2.011942 0.00 0.01 0.00
H -4.104751 1.750244 -0.556526 -0.01 -0.02 0.01
H -5.002364 0.242717 -0.447077 0.00 -0.01 -0.01
H -2.875068 3.412489 -1.980748 0.00 0.00 0.00
H -3.527125 5.674042 -1.548861 0.00 0.00 0.00
H -2.665562 6.613937 -0.320154 0.00 0.00 0.00
H -4.035936 5.618043 0.139780 0.00 0.00 0.00
H -1.511765 5.275894 1.605371 0.00 0.00 0.00
H -0.005140 3.421402 2.019608 0.01 -0.01 0.02
H 2.142859 3.452843 0.863822 0.00 0.00 0.00
H 3.833253 3.499350 2.649242 0.00 0.00 0.00
H 4.671798 2.591240 4.756684 0.00 0.00 0.00
H 5.328027 1.080777 4.137729 0.00 0.00 0.00
H 4.072800 1.047188 5.370808 0.00 0.00 0.00
H 2.714438 -0.434160 3.861924 0.00 0.00 0.00
H 2.575442 -2.295498 2.344164 -0.01 0.01 -0.01
H 0.247459 -4.138922 1.578306 0.00 0.01 -0.01
H 1.914610 -4.619038 1.865066 -0.01 -0.01 0.00
H 1.518034 -3.596848 0.478574 0.01 -0.01 0.00
H 0.153319 -3.256804 3.961755 0.00 0.00 0.00
H 1.268491 -2.011861 4.527823 0.00 0.00 0.00
H 1.840249 -3.655497 4.243027 0.00 0.00 0.00
H -1.370254 -0.035968 1.620661 0.02 0.00 0.00
H -1.663272 -2.979599 2.417960 0.00 0.00 0.00
H -1.736920 -2.370526 0.757765 -0.01 0.00 0.01
H -2.954641 -1.888699 1.946787 0.00 0.00 0.00
H -1.125865 -1.384020 4.351599 0.01 0.00 0.00
H -2.269282 -0.151006 3.842064 0.00 -0.01 0.01
H -0.563937 0.259273 4.018278 -0.01 0.01 0.00
O 5.372347 -2.035019 -0.396440 0.00 0.00 0.00
C 4.113477 -1.667007 -0.542758 0.00 -0.01 -0.02
O 3.586505 -0.772121 0.087729 0.02 0.00 0.00
C 3.384414 -2.463834 -1.578099 0.05 0.04 -0.04
C 3.948106 -3.484121 -2.320408 -0.01 0.00 0.00
C 3.153853 -4.119839 -3.271964 -0.01 0.02 0.02
C 1.843883 -3.709337 -3.452269 0.01 0.00 0.01
C 1.359449 -2.674484 -2.663287 -0.06 -0.04 0.05
N 2.119121 -2.080929 -1.751472 -0.06 -0.04 0.05
C -0.059920 -2.149103 -2.807913 0.07 0.13 -0.07
O -0.793836 -2.614023 -3.643123 0.01 0.01 0.00
O -0.360843 -1.164583 -1.989851 -0.03 -0.18 0.05
H 5.805918 -1.467222 0.261095 -0.01 0.00 0.00
H 4.978085 -3.767706 -2.161206 0.00 -0.01 0.00
H 3.562506 -4.923863 -3.868611 0.00 0.00 0.00
H 1.186268 -4.160786 -4.181864 0.00 0.00 0.00
```
Forces are in eV/Å.

Properties
* LUMO level (spin up / spin down): -0.202 / -0.280 hartree
* multiplicity: 5
* molecular weight: 701.1 g mol⁻¹
* relative energy (zero: lowest compared OMol25 entry of this formula, charge and spin): 0.0 kcal per mole
* <S²>: 6.050
* HOMO level (spin up / spin down): -13.26 / -14.10 eV
* total energy: -2504.4356 hartree
* total charge: +2

***

[3]
C2HF3O | the ωB97M-V functional and the def2-TZVPD basis

```
7
Properties=species:S:1:pos:R:3:forces:R:3
C -0.563722 -0.528260 0.406233 -1.86 -0.60 0.17
C 0.715977 0.130738 0.121578 1.19 2.58 -3.47
O -0.810753 -1.651766 0.064693 0.61 0.46 0.16
F -0.775424 1.013630 -1.550984 1.50 -1.13 2.11
F 1.048596 1.270238 0.631748 -0.41 -1.55 -0.15
F 1.633147 -0.362905 -0.636877 -1.13 0.27 1.27
H -1.247821 0.128326 0.963608 0.11 -0.03 -0.09
```
Forces are in eV/Å.

Properties
* LUMO level (spin up / spin down): -0.115 / -0.115 hartree
* multiplicity: 1
* molecular weight: 98.0 g mol⁻¹
* relative energy (zero: lowest compared OMol25 entry of this formula, charge and spin): 84.9 kcal per mole
* HOMO level (spin up / spin down): -11.09 / -11.08 eV
* total energy: -451.5030 hartree

***

[4]
C5H8O2 | the ωB97M-V functional and the def2-TZVPD basis

```
15
Properties=species:S:1:pos:R:3:forces:R:3
C -0.808029 -1.554393 0.457336 -0.01 -0.03 0.04
C -0.255257 -0.338891 -0.249642 0.00 -0.09 0.18
O -0.640229 -0.269608 -1.606602 0.19 -0.11 -0.13
C -0.391723 1.055223 0.422005 -0.29 0.03 0.25
O -0.788470 2.087291 -0.401893 -0.04 -0.07 -0.19
C 1.009943 0.241838 0.137426 0.40 -0.02 0.00
C 2.233527 0.652990 0.448801 0.00 -0.28 -0.14
H -1.879287 -1.649947 0.257020 0.14 0.05 0.02
H -0.648147 -1.475993 1.536688 -0.01 0.00 -0.16
H -0.305075 -2.459426 0.101714 -0.08 0.13 0.03
H 0.134804 -0.457176 -2.150527 -0.13 0.06 0.03
H 1.008579 1.374887 0.756971 -0.08 0.14 0.09
H -0.861137 1.061071 1.407100 0.10 -0.01 -0.13
H -0.908130 1.688750 -1.282193 -0.05 0.14 0.08
H 3.098636 0.043380 0.165799 -0.13 0.06 0.04
```
Forces are in eV/Å.

Properties
* LUMO level: 0.018 hartree
* multiplicity: 1
* molecular weight: 100.1 g mol⁻¹
* relative energy (zero: lowest compared OMol25 entry of this formula, charge and spin): 153.2 kcal per mole
* HOMO level: -7.95 eV
* total energy: -345.5609 hartree